[1]
This record from the Open Molecules 2025 dataset describes 2 unconnected molecules or ions with the total composition CH8N2. The level of theory is ωB97M-V/def2-TZVPD.

```
11
Properties=species:S:1:pos:R:3:forces:R:3
C -0.561 1.882 0.351 2.4 1.1 -0.9
N -1.322 2.983 0.888 -1.6 -2.0 0.4
H -0.906 0.869 0.523 -0.6 0.2 0.4
H -0.463 1.998 -0.732 -0.3 -0.1 -0.1
H 0.517 1.920 0.665 -0.7 -0.3 0.1
H -0.987 3.911 0.814 0.5 0.4 0.1
H -1.786 2.718 1.746 0.2 0.7 0.0
N 1.326 -4.204 -1.000 2.5 0.5 1.1
H 1.233 -4.757 -1.824 -1.2 0.3 -0.1
H 0.750 -3.622 -0.435 -1.6 -0.4 -0.6
H 2.199 -3.697 -0.997 0.3 -0.4 -0.3
```
Positions in Å, forces in eV/Å.

Its SMILES is CN.N. For the HOMO-LUMO gap, the calculation gives 9.721 eV. The calculation puts the LUMO energy at 0.95 eV. The total charge is 0. Its HOMO energy is -8.77 eV. As for the total energy: -4146.041 eV. Its energy above the lowest of the compared OMol25 structures with the same formula, charge and spin is 16.0 kcal per mole.

[2]
This record from the Open Molecules 2025 dataset describes a molecular structure, C38H30BrI2KN5O2P2Se. The level of theory is ωB97M-V/def2-TZVPD.

```
82
Properties=species:S:1:pos:R:3:forces:R:3
K 0.530 1.968 -1.282 0.9 -1.4 0.5
Br -2.625 -0.552 -2.026 0.0 0.1 -0.1
C -2.772 1.177 -2.843 0.2 0.2 0.1
C -3.769 1.380 -3.775 -0.1 0.1 -0.1
C -3.858 2.656 -4.319 -0.1 -0.1 0.0
C -2.994 3.644 -3.889 0.0 0.0 0.0
C -2.022 3.327 -2.951 0.0 -0.2 0.2
N -1.903 2.084 -2.449 -0.3 0.1 -0.2
C -1.117 4.433 -2.367 0.1 0.1 0.2
O -1.601 5.570 -2.425 0.1 -0.1 0.0
O -0.041 4.032 -1.849 -0.9 1.8 -0.6
H -4.438 0.583 -4.057 0.0 0.0 0.0
H -4.618 2.871 -5.060 0.0 0.0 0.0
H -3.050 4.663 -4.240 0.0 0.0 0.0
N 0.850 -1.495 0.139 -0.4 0.1 -0.2
P -0.184 -0.555 1.097 0.1 -0.2 0.1
C -1.264 -1.879 1.796 0.0 0.0 0.1
C -0.753 -2.923 2.572 0.0 0.0 0.0
C -1.584 -3.922 3.054 0.0 0.0 0.0
C -2.948 -3.888 2.772 0.1 0.0 0.0
C -3.468 -2.859 2.004 0.1 0.0 0.0
C -2.627 -1.861 1.516 0.0 0.0 0.0
C 0.701 -0.098 2.666 0.1 -0.1 -0.1
C 2.062 -0.445 3.225 0.1 0.0 -0.1
C 2.677 0.642 4.126 -0.1 0.0 0.1
C 1.636 1.146 5.095 0.2 0.0 0.0
C 0.346 1.127 4.778 -0.2 0.0 -0.2
C -0.090 0.615 3.475 -0.1 0.1 0.2
P 1.050 -1.138 -1.531 0.3 -0.4 0.1
C 0.352 -2.645 -2.308 0.0 0.0 -0.1
C 0.676 -2.913 -3.640 0.0 0.0 0.0
C 0.122 -4.002 -4.294 0.0 0.0 0.0
C -0.768 -4.839 -3.628 0.0 0.0 0.0
C -1.103 -4.575 -2.309 0.0 0.1 0.0
C -0.549 -3.478 -1.653 -0.1 -0.1 0.0
C 2.834 -1.507 -1.737 0.0 0.0 -0.1
C 3.355 -2.759 -1.398 0.0 0.0 0.0
C 4.717 -2.997 -1.474 0.0 0.0 0.0
C 5.574 -1.986 -1.909 0.0 0.0 0.0
C 5.069 -0.747 -2.270 -0.1 0.0 0.0
C 3.696 -0.507 -2.181 0.1 0.0 0.0
H 1.128 -2.414 0.462 0.1 0.0 0.0
H 0.310 -2.959 2.802 -0.1 0.0 0.0
H -1.172 -4.725 3.652 0.0 0.0 0.0
H -3.600 -4.664 3.156 0.0 0.0 0.0
H -4.526 -2.829 1.776 0.0 0.0 0.0
H -3.035 -1.070 0.895 0.0 0.0 0.1
H 1.928 -1.330 3.849 0.0 0.0 0.1
H 3.461 0.137 4.698 0.0 0.0 0.0
H 1.984 1.595 6.020 0.0 0.0 0.0
H -0.396 1.544 5.450 0.0 0.0 0.0
H -1.106 0.843 3.159 0.0 0.0 0.0
H 1.372 -2.265 -4.164 0.0 0.0 0.0
H 0.383 -4.199 -5.327 0.0 0.0 0.0
H -1.199 -5.692 -4.139 0.0 0.0 0.0
H -1.802 -5.218 -1.786 0.0 0.0 0.0
H -0.837 -3.270 -0.627 0.0 0.0 0.0
H 2.691 -3.554 -1.071 0.0 0.0 0.0
H 5.112 -3.970 -1.203 0.0 0.0 0.0
H 6.640 -2.176 -1.980 -0.1 0.0 0.0
H 5.716 0.039 -2.639 0.0 0.0 0.0
H 3.312 0.463 -2.487 0.0 0.0 0.0
I 2.298 3.006 2.094 -0.1 0.1 -0.1
C 3.412 1.808 3.465 -0.1 -0.1 0.0
I 3.570 -1.151 1.850 0.1 0.0 0.1
H 3.748 2.509 4.224 0.0 0.0 0.0
H 4.265 1.465 2.890 0.1 0.0 0.0
Se 2.606 2.746 -4.212 -0.2 -0.1 0.1
C 4.382 2.354 -4.142 0.4 -0.1 0.0
N 5.520 2.110 -4.086 -0.3 0.0 0.0
N -5.501 2.315 3.572 0.1 0.0 0.0
C -4.578 2.706 3.008 0.2 0.1 -0.1
C -3.413 3.197 2.308 -0.2 -0.1 0.2
C -3.009 4.524 2.427 -0.1 0.1 0.1
C -1.886 4.933 1.740 0.0 0.0 0.0
C -1.200 4.002 0.968 -0.1 -0.1 0.0
N -1.580 2.726 0.853 0.1 0.2 0.0
C -2.669 2.341 1.505 0.1 -0.1 -0.1
H -3.579 5.210 3.040 0.0 0.0 0.0
H -1.544 5.958 1.779 0.0 0.0 0.0
H -0.335 4.303 0.382 -0.1 0.0 0.0
H -2.970 1.303 1.389 0.0 0.0 0.0
```
Positions in Å, forces in eV/Å.

For the HOMO-LUMO gap, the calculation gives 5.719 eV. The calculation puts the LUMO energy at 1.63 eV. The total charge is -1. Its HOMO energy is -4.09 eV. As for the total energy: -237934.885 eV. Its energy above the lowest of the compared OMol25 structures with the same formula, charge and spin is 28.2 kcal per mole.

[3]
This record from the Open Molecules 2025 dataset describes a molecular structure, C37H55F6MgNO3S2Si2Te. The level of theory is ωB97M-V/def2-TZVPD.

```
108
Properties=species:S:1:pos:R:3:forces:R:3
Mg 0.426 0.362 1.005 -0.4 0.3 -0.5
O 2.331 0.488 0.204 0.1 0.2 0.0
S 2.756 1.797 -0.454 0.0 -0.2 0.3
C 2.523 1.619 -2.235 0.0 0.0 0.0
C 3.136 0.418 -2.937 0.0 0.0 0.0
C 2.463 -0.911 -2.588 0.0 0.0 0.0
C 1.037 -1.003 -3.137 0.1 0.0 0.0
S -0.192 -1.571 -1.945 -0.3 0.2 0.1
O -0.157 -0.547 -0.848 0.2 0.0 0.2
C 0.645 -3.041 -1.400 0.1 0.0 -0.1
C 0.657 -4.116 -2.282 0.0 0.0 0.0
C 1.341 -5.266 -1.928 0.0 0.0 0.0
C 1.987 -5.336 -0.699 0.0 0.0 0.0
C 1.938 -4.267 0.181 0.0 0.0 0.0
C 1.260 -3.105 -0.166 0.0 0.0 0.1
C 4.535 1.739 -0.399 0.0 0.0 0.0
C 5.174 0.627 0.122 0.0 0.0 0.0
C 6.561 0.619 0.181 0.0 0.0 0.0
C 7.287 1.710 -0.272 0.0 0.0 0.0
C 6.631 2.825 -0.780 0.0 0.0 0.0
C 5.247 2.848 -0.837 0.0 0.0 0.0
H 2.923 2.559 -2.624 0.0 0.0 0.0
H 1.438 1.663 -2.352 0.0 0.0 0.0
H 4.203 0.361 -2.711 0.0 0.0 0.0
H 3.053 0.602 -4.013 0.1 0.0 0.0
H 2.451 -1.016 -1.504 0.0 0.0 0.0
H 3.059 -1.736 -2.978 0.0 0.0 0.0
H 0.946 -1.667 -3.998 0.0 0.0 0.0
H 0.638 -0.031 -3.434 0.0 0.0 -0.1
H 0.135 -4.059 -3.231 0.0 0.0 0.0
H 1.361 -6.110 -2.604 0.0 0.0 0.0
H 2.516 -6.238 -0.422 0.0 0.0 0.0
H 2.412 -4.332 1.150 0.0 0.0 0.0
H 1.185 -2.278 0.528 0.0 0.0 0.0
H 4.586 -0.207 0.480 0.0 0.0 0.0
H 7.074 -0.242 0.588 0.0 0.0 0.0
H 8.367 1.701 -0.218 0.0 0.0 0.0
H 7.196 3.682 -1.117 0.0 0.0 0.0
H 4.729 3.724 -1.208 0.0 0.0 0.0
C -1.824 -1.903 3.748 0.0 0.0 0.0
C -0.465 -1.330 3.334 -0.2 0.0 0.1
O -0.451 -0.939 2.039 0.4 -0.2 0.1
C -0.152 -0.119 4.244 0.0 -0.1 0.0
F 1.060 0.406 3.970 0.1 0.1 0.0
F -1.052 0.848 4.046 0.0 0.0 0.0
F -0.163 -0.412 5.556 0.0 0.0 0.1
C 0.600 -2.428 3.549 0.0 0.0 0.1
F 0.293 -3.510 2.810 0.0 -0.1 0.0
F 0.705 -2.845 4.822 0.0 0.0 0.0
F 1.832 -2.040 3.162 0.0 0.0 -0.1
H -2.576 -1.126 3.622 0.0 0.0 0.0
H -1.828 -2.256 4.778 0.0 0.0 0.0
H -2.070 -2.722 3.076 0.0 0.0 0.0
C -4.377 1.372 2.706 0.0 0.0 0.0
Si -5.762 0.978 1.511 0.0 0.1 0.1
C -5.835 2.252 0.146 0.0 0.0 0.0
C -7.376 0.949 2.461 0.0 0.0 0.0
C -5.503 -0.713 0.738 0.0 -0.1 0.0
Te -3.530 -0.888 -0.053 0.1 0.0 0.0
C -3.779 -2.851 -0.888 0.0 0.0 0.0
Si -4.590 -2.893 -2.573 0.0 0.0 0.0
C -6.282 -2.101 -2.573 0.0 0.0 0.0
C -3.501 -1.992 -3.798 0.0 0.0 0.0
C -4.767 -4.686 -3.095 0.0 0.0 0.0
H -4.409 2.424 2.997 0.0 0.0 0.0
H -3.384 1.177 2.296 0.0 0.0 0.0
H -4.471 0.776 3.617 0.0 0.0 0.0
H -5.840 3.264 0.557 0.0 0.0 0.0
H -6.736 2.131 -0.458 0.0 0.0 0.0
H -4.972 2.165 -0.518 0.0 0.0 0.0
H -7.573 1.918 2.924 0.0 0.0 0.0
H -7.338 0.203 3.256 0.0 0.0 0.0
H -8.222 0.709 1.816 0.0 0.0 0.0
H -6.213 -0.859 -0.075 0.0 0.0 0.0
H -5.648 -1.505 1.473 0.0 0.0 0.0
H -4.296 -3.446 -0.134 0.0 0.0 0.0
H -2.769 -3.264 -0.975 0.0 0.0 0.1
H -6.218 -1.027 -2.393 0.0 0.0 0.0
H -6.937 -2.536 -1.817 0.0 0.0 0.0
H -6.753 -2.247 -3.547 0.0 0.0 0.0
H -3.355 -0.957 -3.483 0.0 0.0 0.0
H -3.953 -1.986 -4.791 0.0 0.0 0.0
H -2.519 -2.463 -3.878 0.0 0.0 0.0
H -5.401 -5.231 -2.393 0.0 0.0 0.0
H -3.799 -5.190 -3.125 0.0 0.0 0.0
H -5.219 -4.769 -4.085 0.0 0.0 0.0
C -2.482 4.579 -1.407 0.0 0.0 0.0
N -2.199 3.185 -1.144 0.0 0.0 0.0
C -1.057 2.732 -1.903 0.0 0.0 0.0
C -2.101 2.839 0.275 0.0 0.0 0.0
C -0.891 3.348 1.039 -0.1 0.0 0.0
C -0.874 4.690 1.426 0.0 0.0 0.0
C 0.190 5.218 2.137 0.0 0.0 0.0
C 1.243 4.382 2.486 -0.1 0.0 0.0
C 1.205 3.049 2.104 0.0 -0.1 0.0
C 0.156 2.471 1.364 0.1 0.1 -0.1
H -2.727 4.702 -2.464 0.0 0.0 0.0
H -1.638 5.249 -1.178 0.0 0.0 0.0
H -3.344 4.898 -0.821 0.0 0.0 0.0
H -1.263 2.835 -2.973 0.0 0.0 0.0
H -0.870 1.678 -1.685 0.0 0.0 0.0
H -0.140 3.305 -1.674 0.0 0.0 0.0
H -2.102 1.746 0.330 0.0 0.0 0.0
H -3.020 3.193 0.752 0.0 0.0 0.0
H -1.718 5.329 1.187 0.0 0.0 0.0
H 0.188 6.259 2.434 0.0 0.0 0.0
H 2.074 4.764 3.066 0.0 0.0 0.0
H 2.041 2.427 2.423 0.0 0.0 0.0
```
Positions in Å, forces in eV/Å.

For the HOMO-LUMO gap, the calculation gives 7.218 eV. The calculation puts the LUMO energy at 0.10 eV. The total charge is 0. Its HOMO energy is -7.11 eV. As for the total energy: -113366.803 eV. Its energy above the lowest of the compared OMol25 structures with the same formula, charge and spin is 4.4 kcal per mole.

[4]
This record from the Open Molecules 2025 dataset describes 2 unconnected molecules or ions with the total composition C7H17NO. The level of theory is ωB97M-V/def2-TZVPD.

```
26
Properties=species:S:1:pos:R:3:forces:R:3
C 1.485 0.868 0.269 0.0 3.1 -0.7
C 0.175 1.739 0.129 -1.7 -3.1 -0.9
N -0.586 1.545 1.388 1.4 1.9 0.1
C 0.058 2.534 2.337 -0.2 -1.8 -1.1
C -1.926 1.195 1.561 0.8 0.9 0.2
C -2.314 0.119 0.571 1.2 -0.7 -0.8
O -2.535 1.732 2.462 -0.9 -0.9 -0.1
H 2.355 1.539 0.537 -0.5 -0.9 -1.0
H 1.470 0.395 -0.727 1.3 -0.3 0.9
H 1.389 0.262 1.152 -0.4 -0.8 -0.2
H 0.134 2.750 -0.346 0.8 -0.2 1.3
H -0.387 1.206 -0.674 0.3 0.2 0.6
H 0.076 3.432 1.707 0.4 0.3 1.2
H -0.506 2.557 3.233 -0.8 0.7 0.6
H 1.050 2.135 2.670 -0.5 0.6 -0.8
H -1.561 -0.688 0.675 -0.2 0.4 0.0
H -2.100 0.551 -0.403 -0.1 -0.1 -0.2
H -3.240 -0.410 0.430 -0.9 0.6 1.0
C 1.533 -2.543 -2.188 0.6 -0.3 -0.5
C 0.225 -3.299 -2.048 -1.1 -0.5 0.5
H 1.754 -1.862 -1.365 -0.2 0.0 -0.1
H 2.384 -3.209 -2.278 0.1 -0.4 0.4
H 1.627 -2.033 -3.146 -0.5 0.5 0.1
H -0.358 -3.406 -2.967 0.4 -0.1 -0.2
H 0.281 -4.306 -1.592 0.4 0.4 -0.4
H -0.483 -2.802 -1.387 0.1 0.4 0.1
```
Positions in Å, forces in eV/Å.

Its SMILES is CCN(C)C(C)=O.CC. For the HOMO-LUMO gap, the calculation gives 9.809 eV. The calculation puts the LUMO energy at 0.80 eV. The total charge is 0. Its HOMO energy is -9.01 eV. As for the total energy: -11070.673 eV. Its energy above the lowest of the compared OMol25 structures with the same formula, charge and spin is 56.9 kcal per mole.